11
Properties=species:S:1:pos:R:3 method="wB97M-V/def2-TZVPD" max_force_ha_per_bohr=0.0525 homo_ev="-9.11 / -12.30" gap_ev="5.36 / 6.71" total_charge=+1 multiplicity=4 s_squared=3.76 e_above_lowest_kcal_mol=0.0
C -0.897 0.134 -0.024
C 0.360 0.180 -0.383
O -2.074 0.171 0.041
H 0.605 0.393 -1.425
H 1.090 -0.274 0.306
Ni -5.241 -1.616 -1.482
Li -3.597 -0.871 0.559
O 2.602 1.044 2.120
C 2.733 -0.085 1.680
O 3.723 -0.736 1.277
Li 3.790 -2.152 0.164


11
Properties=species:S:1:pos:R:3 method="wB97M-V/def2-TZVPD" max_force_ha_per_bohr=0.1039 homo_ev="-19.54 / -18.93" gap_ev="8.87 / 4.87" total_charge=+3 multiplicity=7 s_squared=13.03 e_above_lowest_kcal_mol=0.0
C 0.456 1.237 -0.098
C -0.147 0.039 -0.012
O 0.365 2.174 0.841
H 1.075 1.458 -0.979
H -0.786 -0.293 0.806
Li 0.234 3.952 0.590
Li 0.803 1.344 2.404
O -0.160 -0.762 -1.182
C -0.482 -2.031 -1.101
O -0.787 -2.508 0.053
Tb -0.571 -4.609 -1.321


10
Properties=species:S:1:pos:R:3 method="wB97M-V/def2-TZVPD" max_force_ha_per_bohr=0.0780 homo_ev="-6.41 / -8.53" gap_ev="5.95 / 6.47" total_charge=0 multiplicity=4 s_squared=3.76 e_above_lowest_kcal_mol=15.3
O -0.582 0.284 -2.285
O -0.638 -0.199 0.365
C -0.854 -0.308 1.673
C 0.613 0.323 -0.125
O 0.010 0.079 2.482
C 0.604 0.223 -1.588
Pt -2.519 -1.006 1.912
H 0.346 -0.929 -1.984
H 1.429 0.815 -2.059
Li 1.590 0.719 1.610


8
Properties=species:S:1:pos:R:3 method="wB97M-V/def2-TZVPD" max_force_ha_per_bohr=0.0434 homo_ev="-7.71 / -7.78" gap_ev="6.67 / 5.50" total_charge=0 multiplicity=2 s_squared=0.75
H -0.167 0.083 2.862
Lu -1.810 1.015 2.220
O 0.551 0.830 -0.286
O -0.926 -0.604 -0.735
C 1.206 -0.326 -0.764
C 0.288 -1.182 -1.287
C -0.708 0.519 -0.099
H 2.256 -0.176 -1.001


10
Properties=species:S:1:pos:R:3 method="wB97M-V/def2-TZVPD" max_force_ha_per_bohr=0.1683 homo_ev="-10.24 / -10.23" gap_ev="5.66 / 5.66" total_charge=+1 e_above_lowest_kcal_mol=5.1
C -4.344 0.227 -0.247
C -3.462 -0.065 0.827
O -2.434 -0.205 1.261
H -4.992 -0.613 -0.485
H -4.856 1.178 -0.120
O -2.488 1.340 -1.680
C -3.144 0.375 -1.387
O -2.294 -0.693 -1.649
Na -1.658 -2.841 -1.425
Mg -1.196 0.532 -0.243


9
Properties=species:S:1:pos:R:3 method="wB97M-V/def2-TZVPD" max_force_ha_per_bohr=0.0375 homo_ev="-12.57 / -12.67" gap_ev="5.71 / 5.64" total_charge=+1 multiplicity=2 s_squared=0.76 e_above_lowest_kcal_mol=0.0
O 0.108 -0.844 1.253
C 0.658 0.223 1.671
C -0.056 -1.148 -0.130
O 0.615 1.420 1.470
O -0.645 0.987 -1.004
C -0.185 -0.230 -1.101
Mg -0.647 2.374 0.252
H 0.049 -2.214 -0.304
H 0.104 -0.568 -2.107


10
Properties=species:S:1:pos:R:3 method="wB97M-V/def2-TZVPD" max_force_ha_per_bohr=0.1516 homo_ev="-4.51 / -6.37" gap_ev="2.78 / 4.63" total_charge=0 multiplicity=2 s_squared=0.75 e_above_lowest_kcal_mol=60.1
O -3.391 0.754 2.058
O -1.855 0.871 -0.327
C -1.066 1.423 -1.274
C -1.451 0.899 1.044
O 0.045 1.862 -0.887
C -2.356 1.505 1.926
Rb -2.007 1.156 -5.285
H -2.030 1.889 2.916
H -1.755 -0.259 1.510
Mg 0.620 1.748 1.066


9
Properties=species:S:1:pos:R:3 method="wB97M-V/def2-TZVPD" max_force_ha_per_bohr=0.0478 homo_ev=-10.33 gap_ev=9.40 total_charge=0 smiles="O=c1ccn2on12" e_above_lowest_kcal_mol=128.7
C -0.120 0.226 -0.901
C -0.271 -0.995 -0.417
C 0.507 1.099 0.042
N 0.229 -1.062 0.944
N 0.766 0.170 1.212
O 0.725 2.286 0.050
O -0.473 -0.235 1.860
H -0.505 0.261 -1.876
H -0.857 -1.750 -0.913


9
Properties=species:S:1:pos:R:3 method="wB97M-V/def2-TZVPD" max_force_ha_per_bohr=0.0162 homo_ev=-11.36 gap_ev=11.53 total_charge=0 e_above_lowest_kcal_mol=40.3
N -1.365 -0.687 -0.471
C -0.736 0.149 0.203
O 0.617 0.396 0.371
C 1.537 -0.435 -0.167
O 1.316 -1.423 -0.810
C -1.770 2.237 0.792
N -1.393 1.134 0.918
H -0.731 -1.305 -0.957
H 2.525 -0.066 0.120


9
Properties=species:S:1:pos:R:3 method="wB97M-V/def2-TZVPD" max_force_ha_per_bohr=0.0367 homo_ev=-10.31 gap_ev=8.54 total_charge=0 e_above_lowest_kcal_mol=89.1
O 0.774 2.471 -1.286
C 0.977 1.528 -0.571
C -0.077 0.427 -0.317
N 0.439 -0.554 0.550
C -0.499 -1.412 0.697
N -1.611 -1.920 0.541
O -1.188 0.423 -0.804
H 1.928 1.355 -0.026
H -0.477 -2.417 1.361


9
Properties=species:S:1:pos:R:3 method="wB97M-V/def2-TZVPD" max_force_ha_per_bohr=0.0123 homo_ev=-9.33 gap_ev=8.34 total_charge=0 smiles="N=C=C=NOC=O" e_above_lowest_kcal_mol=98.8
N 2.074 -1.120 0.946
C 0.909 -1.133 0.569
O -0.012 1.395 0.249
C -0.871 1.259 -0.579
O -1.628 0.171 -0.840
C -0.355 -1.285 0.347
N -1.523 -1.022 -0.018
H 2.600 -0.316 0.596
H -1.194 2.051 -1.271


9
Properties=species:S:1:pos:R:3 method="wB97M-V/def2-TZVPD" max_force_ha_per_bohr=0.0143 homo_ev=-10.09 gap_ev=9.55 total_charge=0 smiles="O=CC(=O)N1C=N1" e_above_lowest_kcal_mol=87.8
O 1.651 1.572 -1.236
C 1.017 1.381 -0.230
C -0.266 0.536 -0.262
N -0.281 -0.408 0.814
C -0.578 -1.727 0.417
N -1.663 -1.259 0.777
O -1.147 0.698 -1.061
H 1.312 1.788 0.758
H -0.045 -2.581 0.024